Density functional theory data (ωB97M-V/def2-TZVPD) for C19H17IN4O6Pt as an isolated structure in a non-equilibrium geometry.

Geometry as XYZ:
```
48
Properties=species:S:1:pos:R:3:forces:R:3
C -1.803331 1.148539 1.795170 -0.7 -0.9 -1.5
C -0.816726 2.207748 1.577056 2.1 0.5 -1.6
H -2.722169 1.736017 1.704519 -0.7 -1.4 0.4
H -1.600669 0.540966 2.683875 -0.6 0.3 0.0
H -1.674754 0.492060 0.872098 -0.9 0.0 1.2
H -0.598934 2.323698 0.445117 -0.5 0.5 1.8
H -1.176540 3.145150 1.987125 0.8 0.3 0.1
H 0.125711 1.804157 1.899321 0.7 0.8 0.8
C -2.101735 -1.611804 -1.910072 1.1 0.8 -1.3
C -2.666344 -2.411126 -2.879187 0.0 -0.3 -0.2
C -2.198567 -2.296053 -4.202217 0.1 0.2 0.3
C -1.168571 -1.399377 -4.547787 0.4 -0.1 0.2
H -2.429065 -1.465025 -0.886822 -0.1 -0.4 -0.1
H -3.465731 -3.085308 -2.559598 0.2 0.2 -0.5
H -2.660997 -2.916822 -4.962191 0.0 0.2 0.0
H -0.854253 -1.187586 -5.585368 -0.3 -0.6 0.6
N -1.075208 -0.822310 -2.267062 -0.4 -1.5 -1.7
C -0.517525 -0.719147 -3.510146 -2.3 -0.8 0.6
C 0.568602 0.257708 -3.604487 1.1 2.3 0.2
N 0.833641 0.938632 -2.454217 1.2 -0.1 -1.6
C 1.795169 1.848424 -2.236891 -1.1 -1.0 -1.3
C 2.288800 1.624948 -4.565778 -0.1 0.1 0.2
C 2.579038 2.198123 -3.312978 0.4 0.0 -0.1
H 1.796411 2.258134 -1.232021 0.3 0.1 -0.2
H 3.384126 2.910486 -3.114785 -0.2 -0.3 -0.6
C 1.237979 0.705470 -4.745914 0.1 -0.5 0.1
H 0.908066 0.306731 -5.721286 0.7 0.3 0.5
H 2.909800 1.908267 -5.408070 -0.2 0.0 0.0
Pt -0.508651 0.614723 -1.056542 -1.3 1.8 4.1
I -2.380092 2.379015 -1.456758 -0.6 0.2 -0.8
O 2.015174 -2.461315 0.399011 -0.3 0.3 0.1
C 1.354057 -1.434813 0.502067 0.5 -0.8 -0.7
O 1.011745 -0.719411 -0.532509 0.7 -0.7 1.7
C 1.023917 -1.054839 1.938721 -0.2 0.4 0.7
C 1.629495 0.043616 2.548719 0.1 0.3 0.7
C 1.415625 0.327103 3.921735 -0.7 -1.4 -1.1
C 0.597592 -0.476584 4.719775 -0.1 0.0 -0.5
C -0.032545 -1.552768 4.085530 1.1 0.9 -1.1
C 0.214074 -1.874326 2.734893 0.0 0.1 0.5
N -1.042337 -2.298505 4.788073 -2.0 -1.7 1.1
O -1.305266 -1.999107 5.969549 0.6 -0.5 -2.2
O -1.632563 -3.198481 4.145678 1.1 1.7 1.4
N 1.937813 1.541736 4.489147 1.0 2.3 1.0
O 2.571951 2.321455 3.739980 -1.2 -1.6 1.5
O 1.693349 1.766986 5.693476 0.6 -0.3 -2.3
H 2.315794 0.678655 1.990825 -0.3 0.0 0.1
H 0.437433 -0.249799 5.769800 -0.1 0.0 -0.3
H -0.212789 -2.794042 2.351425 -0.1 0.2 -0.1
```
Positions in Å, forces in eV/Å.

LUMO level (spin up / spin down), eV: -1.51 / -1.49
Energy relative to the best compared isomer or geometry (same formula, charge and spin), kcal/mol: 34.85
Spin multiplicity: 3
HOMO-LUMO gap (spin up / spin down), eV: 6.1398 / 6.9549